No. 1
Here is a molecular structure, C19H42NO2P3W from the OMol25 dataset. Energies are from wB97M-V/def2-TZVPD.

Values from the calculation:
2S+1: 3
Total charge: +4
HOMO energy (alpha / beta) in eV: -19.07 / -19.95
HOMO-LUMO gap (alpha / beta) in Eh: 0.089 / 0.138
Expectation value of S²: 2.052

```
68
C19H42NO2P3W wB97M-V/def2-TZVPD
W -1.921 -0.332 0.179
P -0.550 -1.484 -1.298
P -3.233 1.182 -0.975
P -0.462 0.848 1.484
O -4.105 -1.986 -2.604
O 3.368 -0.195 -1.244
N 3.017 2.069 -1.262
C -5.546 -4.895 -1.051
C -2.381 -2.219 1.147
C -3.358 0.849 -2.740
C 0.860 -2.352 -0.519
C -1.171 1.596 3.002
C -3.141 -1.336 2.125
C -1.289 -2.785 -2.319
C 0.457 2.277 0.831
C 5.264 1.261 -0.850
C 0.233 -0.354 -2.497
C 3.827 0.948 -1.147
C -4.941 1.128 -0.332
C -4.984 -2.741 -2.061
C -4.708 -4.140 -1.849
C 0.917 -0.131 2.193
C -6.731 -4.343 -0.546
C -6.251 -2.226 -1.606
C -7.070 -3.014 -0.821
C -2.693 2.919 -0.809
H 0.767 2.871 1.701
H -2.318 -2.506 -2.624
H -2.563 3.207 0.239
H 5.368 1.709 0.147
H -1.601 0.840 3.668
H 1.320 0.436 3.044
H 1.031 -3.292 -1.062
H 0.189 -0.822 -3.490
H 5.824 0.325 -0.888
H -3.778 -0.160 -2.896
H -5.393 0.133 -0.436
H -1.945 2.332 2.755
H -7.974 -2.573 -0.401
H -1.336 -3.717 -1.739
H -4.027 1.597 -3.177
H -7.387 -4.952 0.071
H 1.769 -1.740 -0.590
H 1.717 -0.287 1.458
H -2.379 0.887 -3.227
H 2.205 1.956 -1.860
H -4.948 1.397 0.732
H 0.663 -2.595 0.531
H -0.279 0.614 -2.544
H -1.459 -2.668 1.530
H -0.153 2.915 0.187
H -4.241 -1.378 2.030
H -6.516 -1.215 -1.924
H -2.774 -0.231 1.885
H -3.812 -4.549 -2.313
H 3.475 2.970 -1.300
H -2.852 -1.456 3.180
H 1.355 1.971 0.280
H -3.441 3.585 -1.255
H -2.999 -2.860 0.501
H 0.583 -1.109 2.561
H -5.257 -5.918 -0.830
H -0.351 2.107 3.522
H -1.739 3.098 -1.315
H 5.674 1.959 -1.593
H 1.288 -0.201 -2.224
H -5.537 1.859 -0.894
H -0.672 -2.936 -3.216
```


No. 2
Here is 2 unconnected molecules or ions with the total composition C4H13N2O from the OMol25 dataset. Energies are from wB97M-V/def2-TZVPD.

Values from the calculation:
2S+1: 1
Total charge: +1
HOMO energy in eV: -12.74
HOMO-LUMO gap in Eh: 0.357

```
20
C4H13N2O wB97M-V/def2-TZVPD
O -0.521 2.275 1.335
N 1.121 0.020 1.267
N -0.835 0.728 -1.372
C 0.107 -1.115 1.282
C -0.570 -1.419 -0.093
C -0.132 -0.461 -1.189
C 0.921 -0.786 -1.966
H 1.595 0.147 2.164
H -1.843 0.641 -1.443
H 0.730 -1.924 1.640
H 1.239 -0.077 -2.734
H -0.381 -2.465 -0.383
H 1.576 -1.640 -1.837
H -0.617 -0.613 1.937
H -0.998 1.983 0.548
H -1.084 2.644 2.025
H -1.666 -1.376 -0.115
H 1.752 -0.013 0.448
H 0.713 0.988 1.156
H -0.519 1.230 -2.204
```


No. 3
Here is a molecular structure, C5H7NO2S from the OMol25 dataset. Energies are from wB97M-V/def2-TZVPD.

Values from the calculation:
2S+1: 1
HOMO energy (alpha / beta) in eV: -7.64 / -7.51
HOMO-LUMO gap (alpha / beta) in Eh: 0.250 / 0.243

```
16
C5H7NO2S wB97M-V/def2-TZVPD
S -1.548 -0.688 0.309
O 0.962 0.160 -1.062
O 2.946 1.321 -0.760
N 1.406 -1.497 0.555
C -1.988 0.603 -0.898
C 2.159 0.438 -0.394
C -1.498 0.211 1.668
C 0.602 -1.048 -0.507
C 2.390 -0.608 0.577
H 3.202 -0.559 1.309
H -2.869 1.080 -0.560
H -1.187 1.180 1.411
H 0.349 -1.852 -1.280
H -1.355 1.417 -1.158
H -2.291 0.049 -1.820
H -1.281 -0.208 2.610
```


Repeat the second record exactly.
Here is 2 unconnected molecules or ions with the total composition C4H13N2O from the OMol25 dataset. Energies are from wB97M-V/def2-TZVPD.

Values from the calculation:
2S+1: 1
Total charge: +1
HOMO energy in eV: -12.74
HOMO-LUMO gap in Eh: 0.357

```
20
C4H13N2O wB97M-V/def2-TZVPD
O -0.521 2.275 1.335
N 1.121 0.020 1.267
N -0.835 0.728 -1.372
C 0.107 -1.115 1.282
C -0.570 -1.419 -0.093
C -0.132 -0.461 -1.189
C 0.921 -0.786 -1.966
H 1.595 0.147 2.164
H -1.843 0.641 -1.443
H 0.730 -1.924 1.640
H 1.239 -0.077 -2.734
H -0.381 -2.465 -0.383
H 1.576 -1.640 -1.837
H -0.617 -0.613 1.937
H -0.998 1.983 0.548
H -1.084 2.644 2.025
H -1.666 -1.376 -0.115
H 1.752 -0.013 0.448
H 0.713 0.988 1.156
H -0.519 1.230 -2.204
```


Question: 2S+1 of number 2 (C4H13N2O)?
Answer: 1


Question: Number 2 is which compound?
Answer: C4H13N2O


Question: Which formula does entry 2 have?
Answer: C4H13N2O